[1]
{"formula": "C41H40AsN8O5S3Ti", "method": "the ωB97M-V functional and the def2-TZVPD basis", "spin_multiplicity": 2, "homo_lumo_gap_ev": [6.6, 6.8], "e_lumo_ev": [-0.1, -0.1], "s_squared": 0.75, "symbols": ["Ti", "O", "S", "O", "N", "C", "C", "C", "C", "C", "C", "C", "C", "N", "C", "C", "C", "C", "C", "C", "C", "H", "H", "H", "H", "H", "H", "H", "H", "H", "H", "H", "C", "C", "C", "C", "C", "C", "C", "C", "C", "S", "C", "N", "H", "H", "H", "H", "H", "H", "H", "H", "O", "N", "O", "O", "C", "C", "N", "C", "C", "C", "C", "C", "C", "C", "C", "N", "C", "N", "H", "H", "H", "H", "H", "H", "H", "H", "H", "C", "C", "N", "H", "H", "H", "C", "As", "C", "C", "S", "H", "H", "H", "H", "H", "H", "H", "H", "H"], "xyz": [[0.40564, -0.02111, -0.06228], [1.33134, 2.38147, 2.27134], [2.46658, 1.50378, 2.12982], [3.68765, 2.08707, 1.64586], [2.01013, 0.21447, 1.24857], [2.94410, -0.85474, 1.18777], [4.20198, -0.88814, 1.76281], [5.04213, -2.00850, 1.64011], [4.65558, -3.11322, 0.94305], [3.37935, -3.12893, 0.34653], [2.91043, -4.23405, -0.40058], [1.67006, -4.19033, -0.95608], [0.87929, -3.04475, -0.76932], [1.26891, -1.99875, -0.07913], [2.51918, -2.02035, 0.48302], [2.76704, 0.88303, 3.77407], [1.90275, -0.05051, 4.32617], [2.03970, -0.39295, 5.66157], [3.02324, 0.20900, 6.43605], [3.87836, 1.14632, 5.87480], [3.75456, 1.48800, 4.53478], [4.59494, -0.02900, 2.27398], [6.02141, -1.97150, 2.09929], [5.30628, -3.97071, 0.83282], [3.55450, -5.09602, -0.52425], [1.28302, -4.99957, -1.55831], [-0.08974, -2.99895, -1.23851], [1.12886, -0.48413, 3.70885], [1.36319, -1.10871, 6.10955], [3.11784, -0.04943, 7.48229], [4.63867, 1.61795, 6.48298], [4.40794, 2.21715, 4.07468], [-3.12495, 1.39669, -1.46258], [-2.16259, 1.77800, -2.55175], [-2.62627, 2.53458, -3.66385], [-1.75672, 2.83398, -4.66841], [-0.41682, 2.37989, -4.59760], [0.51845, 2.61550, -5.62961], [1.78732, 2.11448, -5.50963], [2.15758, 1.39289, -4.36095], [1.27714, 1.16728, -3.32264], [1.85652, 0.25103, -1.94130], [-0.04713, 1.65349, -3.44437], [-0.92849, 1.37981, -2.44642], [-3.71775, 2.25700, -1.14511], [-2.58920, 0.98789, -0.60544], [-3.81178, 0.63106, -1.82873], [-3.65751, 2.86340, -3.69262], [-2.07008, 3.40964, -5.53169], [0.21539, 3.18279, -6.50118], [2.51417, 2.26730, -6.29678], [3.15908, 0.99186, -4.27478], [-2.79791, -1.48806, -1.94685], [-2.09105, -1.64762, -0.97791], [-2.19843, -2.57826, -0.18643], [-1.19247, -0.74825, -0.73748], [-0.10146, 4.24371, -0.45898], [0.38561, 2.95176, -0.45659], [-0.22803, 1.95699, 0.20154], [-1.31377, 2.25371, 0.92028], [-1.87877, 3.51929, 0.97589], [-1.25971, 4.52661, 0.24214], [-3.16273, 3.74524, 1.67422], [-3.52668, 3.38908, 2.90658], [-2.72022, 2.85360, 4.02230], [-1.34167, 2.97865, 4.14171], [-0.76422, 2.50159, 5.30306], [-1.46767, 1.91725, 6.27216], [-2.77593, 1.83649, 6.05383], [-3.44025, 2.28176, 4.99754], [0.41532, 5.00522, -1.02477], [1.28972, 2.68849, -0.98969], [-1.78047, 1.43340, 1.45210], [-1.68373, 5.52334, 0.22973], [-3.92332, 4.21942, 1.06185], [-4.56430, 3.52968, 3.18506], [-0.72580, 3.42910, 3.38186], [0.30295, 2.59384, 5.46210], [-3.36747, 1.36209, 6.82898], [-1.51329, -2.93383, 2.96327], [-1.04312, -1.67586, 2.41089], [-0.66036, -0.69073, 1.96721], [-0.72057, -3.40203, 3.54398], [-1.79854, -3.57822, 2.13255], [-2.37949, -2.75948, 3.59876], [-0.76289, -4.61622, -6.02195], [-1.33013, -3.44029, -4.58930], [-1.93523, -4.73536, -3.28195], [-2.95317, -2.64062, -5.26573], [0.16231, -2.09306, -4.07667], [-1.53848, -5.34360, -6.26253], [0.14198, -5.12828, -5.69853], [-0.52787, -4.01561, -6.89869], [-2.64989, -5.39046, -3.78015], [-2.41053, -4.24475, -2.43544], [-1.08177, -5.32169, -2.94429], [-3.48139, -3.35053, -5.90069], [-2.66988, -1.75824, -5.83580], [-3.57660, -2.34165, -4.42602]], "lowdin_charge": [0.749, -0.298, 0.602, -0.283, -0.236, -0.246, -0.013, -0.059, -0.044, -0.148, 0.006, -0.030, -0.133, -0.007, -0.165, -0.292, -0.062, -0.071, -0.079, -0.070, -0.056, 0.092, 0.109, 0.111, 0.120, 0.103, 0.063, 0.084, 0.104, 0.104, 0.105, 0.117, -0.029, -0.301, -0.014, -0.012, -0.159, -0.049, -0.080, -0.118, -0.596, 0.685, -0.245, 0.134, 0.083, 0.044, 0.080, 0.109, 0.113, 0.106, 0.101, 0.098, 0.051, -0.489, 0.028, -0.229, -0.010, -0.120, -0.054, -0.111, -0.205, 0.012, -0.038, -0.023, -0.267, 0.007, -0.115, 0.079, -0.216, 0.117, 0.117, 0.095, 0.115, 0.124, 0.114, 0.108, 0.099, 0.111, 0.103, -0.018, -0.181, 0.171, 0.093, 0.083, 0.095, -0.278, 0.602, -0.248, -0.253, 0.142, 0.030, 0.030, 0.033, 0.035, 0.016, 0.026, 0.032, 0.034, 0.023]}

---

[2]
{"formula": "CH16Na3O11", "method": "the ωB97M-V functional and the def2-TZVPD basis", "homo_lumo_gap_ev": 5.7, "e_lumo_ev": -6.7, "total_charge": 1, "symbols": ["Na", "Na", "Na", "C", "O", "O", "O", "O", "H", "H", "O", "H", "H", "O", "H", "H", "O", "H", "H", "O", "H", "H", "O", "H", "H", "O", "H", "H", "O", "H", "H"], "xyz": [[6.09953, -17.13697, -8.20411], [7.06028, -17.09942, -6.02624], [8.08046, -15.78743, -9.88546], [8.56269, -16.58785, -7.53684], [9.11361, -16.35646, -8.60699], [8.75715, -17.61687, -6.84960], [7.59234, -15.83711, -7.21664], [7.88438, -19.24695, -7.99553], [8.21711, -18.44186, -7.59886], [6.95338, -19.25698, -7.77333], [10.81146, -16.28466, -9.62223], [11.04096, -17.19707, -9.44595], [9.96993, -16.15980, -9.18352], [7.90814, -14.42783, -5.80757], [8.01040, -14.92636, -6.61827], [8.78386, -14.41556, -5.42131], [9.98273, -18.27490, -9.14249], [9.58417, -17.43904, -8.90015], [9.74752, -18.86861, -8.42946], [6.86867, -14.32342, -8.12267], [7.65529, -13.77805, -8.12832], [7.17042, -15.17663, -7.81088], [9.52997, -16.64618, -5.16124], [9.24529, -16.91331, -6.03521], [8.71756, -16.53891, -4.66656], [10.78372, -18.11870, -6.81225], [9.92256, -17.72650, -6.95651], [10.69789, -18.58755, -5.98216], [10.83541, -15.67259, -7.13442], [11.21009, -16.55025, -7.20892], [10.17932, -15.63188, -7.83021]], "lowdin_charge": [0.849, 0.736, 0.797, -0.644, -0.021, -0.022, -0.043, 0.055, -0.119, 0.043, -0.003, 0.032, -0.257, 0.020, -0.140, 0.072, -0.003, -0.124, 0.053, 0.027, 0.083, -0.343, 0.024, -0.149, 0.055, -0.004, -0.150, 0.100, 0.033, 0.039, 0.003]}

---

[3]
{"formula": "C4H11N3O2", "method": "the ωB97M-V functional and the def2-TZVPD basis", "smiles": "[H]/N=C(\\N)NC.CC(=O)O", "homo_lumo_gap_ev": 9.5, "e_lumo_ev": 0.6, "symbols": ["C", "C", "N", "N", "N", "H", "H", "H", "H", "H", "H", "H", "H", "C", "C", "O", "O", "H", "H", "H"], "xyz": [[2.15073, 1.88535, 1.89667], [1.73693, -0.06701, 0.54706], [2.48329, 0.37798, -0.36547], [1.49342, 0.58650, 1.75134], [1.02603, -1.24987, 0.45223], [-3.75489, -1.36047, -0.83826], [2.60907, -0.21710, -1.16209], [0.48575, 0.55085, 1.82687], [1.22887, -1.83956, -0.33133], [0.27698, -1.53298, 1.07012], [1.71767, 2.67808, 1.28941], [3.18737, 1.76758, 1.59887], [2.11458, 2.11390, 2.93154], [-1.21728, 0.16765, -1.88357], [-2.16702, -0.42505, -0.89481], [-3.29432, -0.83731, -1.51378], [-2.01656, -0.66104, 0.27570], [-0.26797, -0.33917, -1.72340], [-0.97307, 1.20449, -1.69119], [-1.55155, -0.09918, -2.87730]], "lowdin_charge": [-0.106, -0.609, 0.113, -0.025, 0.113, 0.125, 0.028, 0.115, 0.086, 0.087, 0.077, 0.073, 0.059, 0.022, -0.569, 0.088, 0.075, 0.066, 0.097, 0.086]}

---

[4]
{"formula": "C4H5ClS2", "method": "the ωB97M-V functional and the def2-TZVPD basis", "smiles": "CS/C(C=S)=C/Cl", "homo_lumo_gap_ev": 7.4, "e_lumo_ev": -1.2, "symbols": ["C", "C", "C", "C", "H", "H", "H", "H", "H", "S", "S", "Cl"], "xyz": [[2.08325, 0.28674, 0.56072], [-0.60788, -0.31799, -0.36718], [-1.43066, -1.30975, 0.04946], [-1.08229, 0.90887, -0.71080], [1.78724, 1.33235, 0.61041], [3.17819, 0.25783, -0.03670], [2.16563, -0.11034, 1.64236], [-1.24920, -2.21148, 0.52879], [-0.44439, 1.33939, -1.32239], [1.08849, -0.66253, -0.70424], [-2.34592, 1.77055, -0.13370], [-3.14248, -1.28363, -0.11672]], "lowdin_charge": [-0.388, -0.758, -0.516, -0.722, 0.011, 0.091, 0.058, 0.037, -0.013, 0.862, 0.695, 0.642]}

---

[5]
{"formula": "C5H11NO2", "method": "the ωB97M-V functional and the def2-TZVPD basis", "smiles": "[H]/N=C/C.CC(=O)CO", "homo_lumo_gap_ev": 10.3, "e_lumo_ev": 0.5, "symbols": ["C", "C", "C", "O", "O", "H", "H", "H", "H", "H", "H", "C", "C", "N", "H", "H", "H", "H", "H"], "xyz": [[-1.58916, -0.67362, -0.59149], [-1.40499, 1.15184, 1.20851], [-1.17591, 0.74901, -0.22389], [-1.88508, -1.51874, 0.48630], [-0.71615, 1.48743, -1.05780], [-2.69582, -1.22337, 0.91647], [-2.43129, -0.60120, -1.29252], [-0.76672, -1.13816, -1.12890], [-2.47395, 1.27209, 1.37834], [-0.91018, 2.09891, 1.41381], [-1.03576, 0.37230, 1.87768], [2.37007, 0.39994, -1.03999], [1.88855, -0.46583, 0.06743], [2.28528, -1.65192, 0.18295], [1.90105, -2.17449, 0.96716], [1.18553, 0.03554, 0.76055], [2.91354, 1.25033, -0.62838], [3.02101, -0.16461, -1.70099], [1.52005, 0.79451, -1.59529]], "lowdin_charge": [-0.197, -0.016, -0.454, -0.058, 0.074, 0.092, 0.136, 0.127, 0.092, 0.090, 0.082, -0.086, -0.327, 0.088, 0.046, 0.101, 0.079, 0.075, 0.056]}

---

[6]
{"formula": "C4H9ClS", "method": "the ωB97M-V functional and the def2-TZVPD basis", "smiles": "CSC(C)(C)Cl", "homo_lumo_gap_ev": 9.7, "e_lumo_ev": 0.8, "symbols": ["C", "C", "C", "C", "S", "Cl", "H", "H", "H", "H", "H", "H", "H", "H", "H"], "xyz": [[0.67412, 1.29096, -0.58466], [1.19024, -0.88280, 0.48915], [-2.09383, -0.62244, -0.44377], [0.48573, 0.44015, 0.60148], [-1.26103, 0.07900, 1.12231], [1.11749, 1.36019, 2.07212], [0.11316, 2.33265, -0.49238], [0.36577, 0.79061, -1.44313], [1.83082, 1.42267, -0.71564], [1.48046, -1.36864, 1.58738], [2.16402, -0.94350, -0.17452], [0.41532, -1.57769, 0.04185], [-2.28053, -1.66341, -0.20285], [-1.37822, -0.72755, -1.24747], [-2.82352, 0.06982, -0.60988]], "lowdin_charge": [-0.193, -0.212, -0.309, -1.215, 0.771, 0.532, 0.129, 0.037, 0.119, 0.131, 0.111, 0.060, 0.029, 0.026, -0.018]}

---

[7]
{"formula": "C4H3BrOS", "method": "the ωB97M-V functional and the def2-TZVPD basis", "homo_lumo_gap_ev": [7.2, 8.1], "e_lumo_ev": [-1.0, -1.0], "symbols": ["C", "C", "C", "C", "O", "S", "Br", "H", "H", "H"], "xyz": [[0.71280, 0.72929, -0.14793], [-0.50564, 0.96753, 0.67631], [1.04915, -0.47627, -0.58188], [-1.72398, 0.50321, 0.42739], [0.30193, -2.76768, -1.44956], [0.13092, -1.92490, -0.25101], [-3.32217, 0.44516, 1.18315], [1.54391, 1.51155, -0.24775], [-0.15558, 1.61521, 1.42916], [1.96866, -0.60309, -1.03789]], "lowdin_charge": [-0.175, -0.252, -0.376, -0.641, -0.552, 0.924, 0.798, 0.135, 0.088, 0.051]}

---

[8]
{"formula": "C2HNO3", "method": "the ωB97M-V functional and the def2-TZVPD basis", "smiles": "O=CC(=O)N=O", "homo_lumo_gap_ev": [7.5, 7.5], "e_lumo_ev": [-1.2, -1.2], "symbols": ["C", "C", "N", "O", "O", "O", "H"], "xyz": [[-0.85225, 0.52577, 0.01292], [0.21757, -0.91435, 0.02490], [1.31928, -0.25346, 0.05355], [-0.09666, -2.03243, -0.10997], [1.50302, 0.92600, -0.06666], [-0.25816, 1.54927, -0.09120], [-1.83280, 0.19920, 0.17647]], "lowdin_charge": [0.038, -0.477, 0.049, 0.088, 0.037, 0.133, 0.131]}

---

Computed relative energy (zero: lowest compared OMol25 entry of this formula, charge and spin) (kcal/mol) in order:
27.0, 559.4, 17.5, 51.6, 41.2, 31.1, 99.4, 124.6
Computed energy (hartree) in order:
-6680.4555, -1361.3094, -473.7748, -1411.8813, -402.3124, -1016.1388, -3201.4820, -357.0942